{
  "formula": "CHF2NO2S",
  "method": "the ωB97M-V functional and the def2-TZVPD basis",
  "symbols": ["C", "N", "O", "O", "F", "F", "S", "H"],
  "xyz": [[1.690609, -0.684734, 0.467133], [-2.660742, 0.789463, -0.680804], [2.060363, -0.037801, 1.343588], [-0.249704, 0.534854, 0.046601], [0.867697, -1.725678, 0.471977], [2.364245, -0.767735, -0.736053], [-1.638518, 0.353177, 0.340819], [-2.433946, 1.538455, -1.253264]],
  "forces_ev_per_a": [[2.0, -2.5, -2.3], [-0.4, -1.2, 2.9], [-0.2, 1.0, 1.2], [0.8, 1.0, -0.2], [0.0, 0.6, 0.2], [-1.3, 0.5, 1.2], [-1.6, -0.9, -0.9], [0.8, 1.4, -2.1]]
}

=====

{
  "formula": "C8H16N2O3",
  "method": "the ωB97M-V functional and the def2-TZVPD basis",
  "symbols": ["C", "C", "C", "C", "C", "C", "C", "C", "H", "H", "H", "H", "H", "H", "H", "H", "H", "H", "H", "H", "H", "H", "H", "H", "N", "N", "O", "O", "O"],
  "xyz": [[0.979445, -0.755987, 2.020213], [-0.454493, 0.015444, 1.734060], [0.717569, -2.187572, 2.017784], [0.333316, 0.457567, -0.746233], [-0.090812, 1.652588, -1.679915], [-0.192504, -0.935869, -1.258508], [0.549660, -1.654429, -2.432692], [-1.765983, -0.831275, -1.534592], [0.790669, 0.150234, 3.810901], [2.224064, 0.676524, 2.942990], [1.523836, -0.381038, 1.118294], [1.548119, -2.693513, 2.491625], [0.520085, -2.587406, 1.082358], [-0.276304, -2.476042, 2.453294], [-1.209550, 1.484764, 0.373370], [1.365472, 0.319289, -0.574743], [-0.179957, -1.635833, -0.394888], [1.618433, -1.392338, -2.439230], [0.239992, -1.386694, -3.431220], [0.409139, -2.781992, -2.187016], [-2.271415, -0.710985, -0.607569], [-2.012319, -1.786212, -2.129973], [-1.833906, 0.014866, -2.207752], [0.581273, 2.555550, -2.953496], [1.598505, -0.114889, 3.127972], [-0.474107, 0.770225, 0.613445], [-1.370850, -0.055429, 2.545555], [-0.578477, 2.680988, -1.279512], [0.528627, 1.559525, -2.798241]],
  "forces_ev_per_a": [[-1.8, 4.1, -3.3], [0.8, -1.0, 0.7], [-0.9, -1.4, 2.3], [-4.7, -0.8, 1.6], [1.5, -0.9, 4.4], [-1.7, -0.3, 0.2], [0.3, -0.8, 1.7], [2.7, -1.7, -1.9], [2.3, -0.4, -1.3], [-0.9, -0.5, -0.1], [0.2, -1.1, 0.7], [0.0, -0.5, 0.2], [0.5, -0.6, -2.2], [1.0, 0.5, 0.7], [0.8, -1.3, 1.0], [1.3, 0.8, 0.0], [0.6, 0.7, -0.5], [-0.1, -0.4, 0.3], [-0.7, -0.1, -0.2], [0.4, 1.9, -1.0], [-0.8, 0.1, 0.4], [-0.2, 1.5, 1.2], [-0.8, 0.2, -0.2], [0.1, -1.4, -1.1], [-1.6, 0.3, 3.0], [0.8, 1.0, -3.3], [0.7, 0.3, -0.5], [-0.7, -0.3, -0.2], [1.0, 2.0, -2.5]]
}

=====

| no. | HOMO (eV) | HOMO-LUMO gap (eV) | calculated total energy (Eh) |
| --- | --- | --- | --- |
| 1 | -11.704 | 10.5 | -841.823825 |
| 2 | -8.736 | 9.0 | -649.608385 |